# C31H61FN2O14S2

5 unconnected molecules or ions with the total composition C31H61FN2O14S2 (wB97M-V/def2-TZVPD, OMol25).

Geometry as XYZ:
```
111
Properties=species:S:1:pos:R:3:lowdin_charge:R:1
C -0.58 -1.87 1.89 -0.0909
C -2.01 -2.25 1.51 -0.2338
C -2.68 -1.19 0.63 -0.2027
N -3.01 0.02 1.41 0.0286
C -2.54 1.25 0.86 -0.3238
O -1.17 1.44 1.32 -0.1591
S -0.45 2.84 1.16 0.6727
O -0.59 3.54 2.40 -0.2387
O 0.87 2.63 0.66 -0.2399
C -1.44 3.66 -0.13 -0.3440
C -0.82 5.06 -0.43 -0.2175
O -0.09 5.65 0.61 -0.1754
C 1.32 5.73 0.41 -0.2626
C 1.98 5.81 1.77 -0.0621
C -1.34 2.86 -1.48 -0.2869
C -2.62 2.64 -2.27 0.0037
F -0.76 1.60 -1.30 -0.0447
C -2.90 3.77 0.43 -0.4786
S -3.07 5.25 1.51 0.8775
C -3.44 2.46 1.19 -0.4334
N -3.44 2.63 2.62 0.0886
C -4.84 2.15 0.60 -0.0958
C -5.81 1.43 1.51 -0.1544
O -6.53 2.43 2.28 -0.0380
C -6.74 2.10 3.56 -0.3845
O -6.62 2.86 4.46 0.1049
H -0.08 -1.43 1.03 0.0771
H -0.55 -1.16 2.72 0.0679
H -0.01 -2.74 2.22 0.0454
H -2.01 -3.19 0.96 0.1066
H -2.62 -2.37 2.41 0.1070
H -3.58 -1.61 0.19 0.1091
H -1.98 -0.95 -0.18 0.1175
H -2.61 -0.10 2.34 0.1123
H -2.55 1.10 -0.22 0.1230
H -1.64 5.74 -0.68 0.1138
H -0.19 5.00 -1.31 0.1220
H 1.69 4.85 -0.13 0.1076
H 1.53 6.64 -0.15 0.1214
H 1.55 6.63 2.34 0.0822
H 3.05 5.99 1.67 0.0769
H 1.80 4.89 2.32 0.0667
H -0.67 3.38 -2.16 0.1397
H -3.47 2.31 -1.68 0.0548
H -2.41 1.86 -3.00 0.0924
H -2.89 3.54 -2.82 0.1017
H -3.58 4.01 -0.38 0.0836
H -4.34 5.48 1.19 -0.1229
H -4.32 2.92 3.02 0.0700
H -3.01 1.90 3.14 0.0926
H -4.71 1.51 -0.27 0.1161
H -5.34 3.05 0.25 0.1265
H -5.30 0.75 2.19 0.1062
H -6.54 0.85 0.94 0.1281
H -7.08 1.07 3.73 0.1488
C 3.76 -0.84 5.24 -0.0570
C 2.26 -1.06 5.14 -0.2287
O 1.92 -1.98 4.11 -0.0078
C 1.92 -3.32 4.29 -0.5184
C 2.50 -3.90 5.54 0.0277
O 1.50 -4.01 3.39 0.0836
H 4.28 -1.76 5.51 0.0677
H 3.98 -0.09 5.99 0.0825
H 4.15 -0.51 4.28 0.0832
H 1.83 -1.37 6.10 0.1124
H 1.77 -0.13 4.86 0.1233
H 3.55 -4.14 5.35 0.0716
H 1.97 -4.82 5.77 0.0959
H 2.44 -3.26 6.42 0.0744
C 1.93 0.76 -2.10 -0.0577
C 1.22 0.30 -3.35 -0.2363
O 1.55 1.09 -4.50 -0.0041
C 2.63 0.86 -5.26 -0.5427
C 3.69 -0.10 -4.78 0.0124
O 2.74 1.46 -6.30 0.0919
H 3.01 0.67 -2.17 0.0720
H 1.59 0.19 -1.23 0.0827
H 1.71 1.81 -1.91 0.0693
H 1.38 -0.76 -3.56 0.1152
H 0.15 0.42 -3.23 0.0812
H 4.46 0.48 -4.26 0.0950
H 4.14 -0.57 -5.65 0.0881
H 3.32 -0.88 -4.12 0.0685
C -2.20 -3.13 -7.93 -0.0632
C -3.07 -2.10 -7.23 -0.2363
O -2.62 -1.84 -5.89 0.0027
C -1.66 -0.95 -5.61 -0.5104
C -0.84 -0.34 -6.72 0.0252
O -1.44 -0.69 -4.45 0.0941
H -1.18 -2.77 -8.06 0.0686
H -2.61 -3.35 -8.92 0.0821
H -2.16 -4.05 -7.35 0.0836
H -3.15 -1.17 -7.79 0.1121
H -4.08 -2.49 -7.11 0.1223
H 0.07 -0.94 -6.85 0.0997
H -0.54 0.66 -6.42 0.0913
H -1.35 -0.27 -7.68 0.0721
C 5.25 -6.85 1.31 -0.0631
C 4.34 -5.90 2.07 -0.2321
O 4.84 -5.62 3.38 -0.0029
C 5.74 -4.66 3.65 -0.5344
C 6.49 -4.01 2.51 0.0176
O 5.96 -4.38 4.79 0.0918
H 6.24 -6.41 1.14 0.0672
H 4.81 -7.09 0.34 0.0820
H 5.39 -7.77 1.87 0.0839
H 4.15 -4.98 1.53 0.1156
H 3.37 -6.37 2.24 0.1244
H 7.43 -4.54 2.37 0.0962
H 6.70 -2.98 2.80 0.0898
H 5.94 -3.98 1.57 0.0712
```

Calculated values
- structure (SMILES) = CCCN[C@@H]1OS(=O)(=O)[C@@](COCC)([C@H](C)F)[C@H](S)[C@@]1(N)CCOC=O.CCOC(C)=O.CCOC(C)=O.CCOC(C)=O.CCOC(C)=O
- 2S+1 = 1
- energy (eV) = -89167.96884

***

# C48H96F2NO24S5

14 unconnected molecules or ions with the total composition C48H96F2NO24S5 (wB97M-V/def2-TZVPD, OMol25).

Geometry as XYZ:
```
176
Properties=species:S:1:pos:R:3:lowdin_charge:R:1
C 26.26 31.63 -26.61 -0.0474
C 27.71 31.54 -27.14 -0.1383
N 28.65 30.72 -26.23 -0.1593
C 30.01 30.90 -26.96 0.0329
C 28.72 31.21 -24.73 -0.1114
C 29.03 32.74 -24.48 -0.0171
C 28.15 29.16 -26.30 -0.0057
C 29.24 28.05 -26.23 -0.1861
O 30.22 28.44 -25.30 -0.2323
C 31.33 27.55 -25.40 -0.0795
H 25.64 31.95 -27.44 0.0605
H 26.00 32.33 -25.81 0.0624
H 25.67 30.74 -26.36 0.0775
H 28.20 32.50 -27.30 0.1031
H 27.60 31.01 -28.09 0.0842
H 30.14 31.98 -27.03 0.0697
H 29.81 30.50 -27.95 0.0993
H 30.87 30.50 -26.43 0.0841
H 29.56 30.64 -24.34 0.0781
H 27.84 30.91 -24.17 0.1083
H 29.11 32.90 -23.40 0.0663
H 28.19 33.15 -25.03 0.0589
H 29.96 33.14 -24.88 0.0677
H 27.51 28.99 -27.16 0.1119
H 27.55 29.24 -25.39 0.0828
H 29.80 27.98 -27.16 0.1122
H 28.87 27.07 -25.94 0.1312
H 32.19 27.95 -24.85 0.0900
H 31.80 27.59 -26.38 0.0491
H 31.10 26.50 -25.25 0.0961
F 28.21 29.62 -29.72 0.0115
C 27.74 30.17 -30.88 -0.2108
C 27.85 29.50 -32.11 -0.0171
C 27.29 30.04 -33.31 -0.0767
C 26.73 31.27 -33.22 -0.0934
C 26.59 31.97 -32.00 -0.0875
C 27.07 31.48 -30.84 -0.0112
H 28.49 28.64 -32.12 0.1049
H 27.49 29.47 -34.20 0.1101
H 26.29 31.64 -34.13 0.1059
H 26.04 32.90 -31.96 0.1065
H 27.01 32.02 -29.91 0.0826
F 30.17 28.21 -22.60 0.0394
C 29.19 29.05 -22.15 -0.2380
C 29.48 30.29 -21.44 0.0062
C 28.38 31.09 -21.04 -0.0965
C 27.12 30.67 -21.27 -0.1056
C 26.84 29.48 -21.94 -0.0666
C 27.88 28.60 -22.35 -0.0086
H 30.49 30.56 -21.18 0.0979
H 28.56 32.03 -20.53 0.1092
H 26.32 31.29 -20.90 0.0942
H 25.84 29.08 -22.04 0.0907
H 27.69 27.62 -22.76 0.1011
C 26.22 23.82 -27.46 -0.2212
S 25.80 24.73 -29.07 0.8823
O 24.31 25.18 -29.05 -0.5877
C 26.73 26.25 -28.73 -0.2749
H 25.71 22.86 -27.35 0.0554
H 25.98 24.34 -26.53 0.0161
H 27.30 23.70 -27.40 0.0372
H 27.79 26.04 -28.56 0.0447
H 26.31 26.77 -27.87 0.0385
H 26.70 26.94 -29.58 0.0454
C 25.43 25.27 -23.77 -0.2337
S 24.70 26.93 -24.23 0.8542
O 25.90 27.79 -24.50 -0.6003
C 23.79 26.74 -25.87 -0.2152
H 26.38 25.06 -24.26 0.0422
H 24.68 24.49 -23.89 0.0551
H 25.74 25.40 -22.74 0.0399
H 23.92 27.63 -26.49 0.0470
H 22.71 26.72 -25.72 0.0451
H 24.08 25.98 -26.59 0.0152
C 33.41 28.39 -28.80 -0.2621
S 33.71 26.57 -28.94 0.8911
O 33.04 25.91 -27.72 -0.5841
C 32.65 26.33 -30.50 -0.2351
H 32.34 28.52 -28.67 0.0365
H 33.72 28.98 -29.67 0.0571
H 33.98 28.79 -27.96 0.0405
H 32.63 25.27 -30.75 0.0426
H 33.07 26.90 -31.34 0.0456
H 31.61 26.65 -30.43 0.0413
C 33.15 36.29 -21.60 -0.2599
S 31.62 35.38 -21.97 0.8270
O 31.27 35.29 -23.47 -0.5686
C 32.00 33.74 -21.19 -0.2345
H 33.39 37.12 -22.26 0.0597
H 33.99 35.60 -21.66 0.0415
H 33.23 36.53 -20.54 0.0543
H 31.09 33.14 -21.24 0.0175
H 32.26 33.84 -20.14 0.0584
H 32.72 33.14 -21.74 0.0427
C 31.55 35.93 -29.50 -0.2109
S 30.71 34.22 -29.79 0.8486
O 29.80 33.79 -28.64 -0.5735
C 29.74 34.48 -31.36 -0.2190
H 32.01 35.89 -28.51 0.0232
H 30.78 36.71 -29.54 0.0394
H 32.25 36.29 -30.25 0.0576
H 30.35 34.84 -32.18 0.0573
H 29.06 35.29 -31.10 0.0309
H 29.28 33.53 -31.63 0.0375
C 27.48 35.24 -22.30 -0.0365
O 26.62 34.93 -21.22 -0.0007
C 25.46 34.29 -21.34 -0.5367
O 24.74 34.22 -22.38 0.0825
O 25.20 33.81 -20.12 -0.0102
C 24.04 33.03 -19.86 -0.0268
H 28.53 35.24 -22.01 0.0756
H 27.35 36.29 -22.55 0.0977
H 27.18 34.77 -23.23 0.0831
H 23.20 33.68 -19.63 0.1044
H 24.28 32.37 -19.03 0.0970
H 23.78 32.35 -20.68 0.0795
C 28.81 36.22 -26.90 -0.0648
O 27.73 35.63 -26.19 -0.0235
C 26.48 36.19 -26.30 -0.5769
O 26.19 37.30 -26.78 0.0869
O 25.68 35.27 -25.93 0.0279
C 24.27 35.45 -25.88 -0.0081
H 28.77 37.26 -26.58 0.0984
H 28.80 36.16 -27.99 0.0644
H 29.83 35.91 -26.69 0.0871
H 23.90 35.71 -24.89 0.1049
H 23.79 34.57 -26.29 0.0795
H 23.89 36.22 -26.55 0.1016
C 22.66 32.91 -29.39 -0.0180
O 23.23 34.15 -29.91 0.0327
C 24.52 34.34 -29.72 -0.5897
O 25.31 33.58 -29.20 0.0830
O 24.82 35.63 -30.04 -0.0171
C 26.19 36.21 -29.96 0.0225
H 22.83 32.76 -28.32 0.0617
H 23.11 32.00 -29.78 0.0945
H 21.59 32.75 -29.51 0.0980
H 26.97 35.45 -29.85 0.0723
H 26.17 36.75 -29.02 0.0702
H 26.23 36.89 -30.81 0.0996
C 24.01 31.10 -23.63 -0.0356
O 22.86 31.90 -23.61 0.0268
C 22.49 32.34 -24.77 -0.6447
O 23.05 32.12 -25.82 0.0937
O 21.40 33.07 -24.59 0.0205
C 20.87 33.76 -25.73 -0.0147
H 23.78 30.16 -24.13 0.1019
H 24.26 30.83 -22.60 0.0758
H 24.80 31.78 -23.95 0.0939
H 21.26 33.44 -26.70 0.0770
H 21.00 34.83 -25.56 0.0962
H 19.80 33.57 -25.62 0.0988
C 31.20 23.71 -27.30 -0.0524
O 30.27 22.62 -27.44 -0.0403
C 30.57 21.43 -26.84 -0.4668
O 31.62 21.11 -26.22 0.0799
O 29.65 20.45 -27.24 -0.0622
C 29.91 19.03 -27.09 -0.0398
H 32.18 23.34 -27.61 0.0914
H 31.29 23.76 -26.21 0.0916
H 31.03 24.71 -27.71 0.0670
H 29.16 18.38 -27.56 0.0942
H 30.06 18.87 -26.03 0.0913
H 30.87 18.81 -27.55 0.0908
C 33.91 34.15 -27.55 -0.0594
O 33.34 33.65 -26.38 0.0040
C 33.17 32.31 -26.21 -0.4659
O 33.49 31.41 -27.04 0.0587
O 32.64 32.18 -24.93 -0.0486
C 32.59 30.88 -24.23 0.0001
H 33.15 34.42 -28.28 0.0423
H 34.59 33.48 -28.08 0.1022
H 34.52 35.02 -27.31 0.1072
H 33.08 31.02 -23.27 0.0843
H 33.18 30.25 -24.90 0.0908
H 31.64 30.54 -23.83 0.0690
```

Calculated values
- charge = +1
- 2S+1 = 1
- energy (eV) = -161557.51166

***

Q: Which HOMO-LUMO gap values were calculated for the entries above? A: 9.07, 9.07, in eV.